Entry 1:
A cluster of 2 separate species, CF2OS in total in a non-equilibrium geometry, computed with wB97M-V/def2-TZVPD.

```
! wB97M-V def2-TZVPD RIJCOSX def2/J DEFGRID3
* xyz 0 1
S -1.580 -0.533 -0.202
F 1.240 0.821 0.761
F 1.642 -1.112 -0.264
O -2.216 0.802 0.011
C 0.914 0.023 -0.306
*
```

Output
E_tot (hartree): -711.10622
Frontier orbital gap (spin up / spin down) (eV): 7.6 / 7.3
LUMO level (spin up / spin down) (eV): -2.07 / -1.80
ΔE to the lowest compared entry with this formula, charge and spin (kcal per mole): 80.8


Entry 2:
A cluster of 2 separate species, C3H5N3OS in total in a non-equilibrium geometry, computed with wB97M-V/def2-TZVPD.

```
! wB97M-V def2-TZVPD RIJCOSX def2/J DEFGRID3
* xyz 0 1
S 2.917 -0.873 -0.037
O 1.246 2.007 -0.261
N -2.304 -0.841 0.110
N -0.808 0.795 -0.202
N -0.996 -0.516 -0.196
C 0.570 0.771 -0.219
C 1.164 -0.484 -0.219
C 0.043 -1.294 -0.262
H 3.104 0.465 0.566
H -2.832 -0.296 -0.631
H -2.579 -0.112 0.946
H -0.237 -2.415 -0.469
H 0.712 2.793 0.874
*
```

Output
E_tot (hartree): -754.81628
Frontier orbital gap (eV): 7.7
LUMO level (eV): -0.75
ΔE to the lowest compared entry with this formula, charge and spin (kcal per mole): 139.8


Entry 3:
A structure of composition C2H5IS2 in a non-equilibrium geometry, computed with wB97M-V/def2-TZVPD.

```
! wB97M-V def2-TZVPD RIJCOSX def2/J DEFGRID3
* xyz 0 3
I 2.122 -1.302 0.083
S 0.773 1.494 0.449
S -0.668 2.646 -0.114
C -0.513 -0.475 -1.210
C 0.530 -0.025 -0.242
H 0.223 -0.549 2.357
H -0.133 -0.012 2.749
H -0.927 -1.267 -0.674
H -0.138 -0.904 -2.090
H -1.268 0.394 -1.308
*
```

Output
E_tot (hartree): -1173.13538
Frontier orbital gap (spin up / spin down) (eV): 7.4 / 7.1
Expectation value of S²: 2.009
LUMO level (spin up / spin down) (eV): 0.26 / -2.44
ΔE to the lowest compared entry with this formula, charge and spin (kcal per mole): 15.3


Entry 4:
A cluster of 2 separate species, C10H19BFO6 in total in a non-equilibrium geometry, computed with wB97M-V/def2-TZVPD.

```
! wB97M-V def2-TZVPD RIJCOSX def2/J DEFGRID3
* xyz -1 1
F 3.407 4.844 -0.968
O 1.284 1.656 0.690
O -1.805 -3.597 -1.516
O -2.982 -5.470 -1.057
O -2.475 -4.053 0.586
O 1.215 3.083 -1.190
O -0.118 2.796 2.105
C 3.131 4.457 0.339
C 0.830 0.572 -1.710
C 0.208 2.532 0.762
C 0.151 -1.116 0.103
C -3.393 -4.987 1.146
C 1.669 4.611 0.699
C -3.330 -6.135 0.156
C 0.850 -0.886 -1.241
C -2.360 -4.296 -0.745
C 0.679 3.730 -0.092
B 1.624 1.659 -0.769
H 3.459 3.429 0.482
H 0.814 -0.836 0.919
H 1.416 5.674 0.646
H -4.275 -6.658 0.033
H -0.721 -0.461 0.167
H -3.078 -5.259 2.150
H 1.323 0.610 -2.688
H 1.582 4.330 1.752
H 0.340 -1.511 -1.984
H -0.212 4.339 -0.309
H 0.308 2.088 2.587
H -4.383 -4.528 1.188
H 1.881 -1.251 -1.206
H -2.546 -6.853 0.403
H 3.724 5.124 0.972
H -0.647 2.100 0.215
H 2.841 1.511 -0.949
H -0.206 0.890 -1.888
H -0.206 -2.138 0.216
*
```

Output
E_tot (hartree): -968.68867
Frontier orbital gap (eV): 6.0
LUMO level (eV): 2.16


Entry 5:
A structure of composition C25H36MoNO2 in a non-equilibrium geometry, computed with wB97M-V/def2-TZVPD.

```
! wB97M-V def2-TZVPD RIJCOSX def2/J DEFGRID3
* xyz 1 3
Mo -0.208 -0.175 2.130
O 0.106 -1.329 -3.469
O -0.327 1.076 -2.741
N 0.574 -1.361 3.789
C 1.011 1.972 2.934
C -2.026 0.785 2.943
C 2.283 0.555 1.645
C -1.133 2.281 -2.798
C 0.134 -1.322 -5.975
C 0.481 2.015 1.608
C 2.129 1.092 2.945
C 0.947 -2.411 -3.933
C 1.355 -2.186 5.758
C -2.156 -1.413 2.182
C 0.882 1.819 -3.084
C -2.069 -0.561 1.017
C 0.674 -1.108 5.146
C -1.487 2.823 -1.429
C 1.251 1.083 0.793
C 1.669 -3.091 4.728
C 1.127 -2.371 -5.459
C 1.254 -3.029 2.132
C 0.199 0.131 5.791
C 1.186 -2.551 3.513
C -2.149 -0.588 3.362
C -2.346 1.887 -3.624
C -2.028 0.803 1.494
C -0.395 -0.707 -4.690
C 0.089 3.099 -3.345
H -2.018 1.651 3.588
H 1.400 1.407 -3.954
H 2.804 0.951 3.794
H 1.572 -2.231 6.823
H 2.154 -2.060 -5.688
H 0.712 2.633 3.750
H 2.174 -4.040 4.792
H -2.339 -2.477 2.187
H 1.135 0.934 -0.284
H -0.585 2.870 -0.802
H -2.114 1.711 0.904
H -2.304 -0.910 4.390
H 1.938 -2.333 -3.470
H 0.455 3.858 -2.645
H -0.724 -1.766 -6.483
H 0.611 -0.604 -6.654
H -2.210 2.195 -0.912
H -2.114 -0.865 -0.032
H -0.255 2.739 1.236
H 3.082 -0.128 1.322
H 0.382 0.045 6.875
H -2.977 1.206 -3.024
H 0.754 1.013 5.428
H -0.877 0.320 5.643
H 0.268 -2.987 1.638
H -0.043 3.463 -4.358
H 0.492 -3.368 -3.622
H 1.943 -2.419 1.522
H -2.938 2.752 -3.911
H -1.905 3.832 -1.531
H 1.529 1.832 -2.191
H -2.004 1.354 -4.516
H -1.493 -0.745 -4.680
H 0.943 -3.332 -5.938
H 1.625 -4.060 2.136
H -0.099 0.339 -4.697
*
```

Output
E_tot (hartree): -1247.25330
Frontier orbital gap (spin up / spin down) (eV): 7.3 / 5.2
Expectation value of S²: 2.019
LUMO level (spin up / spin down) (eV): -3.09 / -5.43
ΔE to the lowest compared entry with this formula, charge and spin (kcal per mole): 0.0


Entry 6:
A cluster of 2 separate species, C3H8ClNS in total in a non-equilibrium geometry, computed with wB97M-V/def2-TZVPD.

```
! wB97M-V def2-TZVPD RIJCOSX def2/J DEFGRID3
* xyz 0 1
Cl 3.061 0.823 -1.195
S -1.829 1.220 -1.759
N 1.118 -0.054 -0.838
C -2.131 0.306 -0.228
C 0.631 -0.603 0.152
C 1.292 -0.893 1.362
H 0.751 -1.441 2.202
H 2.175 -1.656 1.246
H -2.829 -0.545 -0.581
H 0.616 0.247 -1.654
H -1.146 -0.179 0.163
H -0.813 1.757 -1.072
H -2.548 0.984 0.443
H 1.652 0.034 1.759
*
```

Output
E_tot (hartree): -1032.09760
Frontier orbital gap (spin up / spin down) (eV): 7.8 / 7.8
LUMO level (spin up / spin down) (eV): -0.90 / -0.90
ΔE to the lowest compared entry with this formula, charge and spin (kcal per mole): 86.0